Entry 1:
The molecule C2H4N4O2. Source: the OMol25 dataset; level of theory: ωB97M-V/def2-TZVPD.

CARTESIAN COORDINATES (ANGSTROEM)
O (1.4964, -1.2838, 1.1722)
N (-1.2436, -0.0346, 0.0328)
C (-0.2190, 0.7750, -0.5158)
C (-0.6020, -1.1205, 0.3133)
N (-0.3379, 2.0258, -0.7806)
H (-0.9754, -1.9602, 0.8450)
H (1.9809, -2.1000, 0.9751)
H (-2.1046, 1.7681, -0.2846)
O (-1.5551, 2.5512, -0.5155)
N (0.7417, -1.1406, -0.0142)
N (0.9389, 0.0662, -0.6266)
H (1.8797, 0.4533, -0.6010)

SMILES	O/N=c1\ncn(O)[nH]1
LUMO energy	0.000	hartree
total charge	0

---

Entry 2:
A structure of composition C9H8IrN2O4. Source: the OMol25 dataset; level of theory: ωB97M-V/def2-TZVPD.

CARTESIAN COORDINATES (ANGSTROEM)
H (4.1319, 1.4745, -3.0950)
C (4.4698, 0.6318, -2.4801)
C (0.4709, 1.8213, 0.4356)
C (-0.3666, -1.9067, -0.5562)
H (3.6411, -0.8844, -3.7287)
N (-3.4776, -0.6091, 2.4380)
H (-2.5708, 2.0757, 0.7811)
Ir (0.0330, -0.0437, -0.0472)
H (-1.8958, -1.9738, 1.9284)
O (-1.3212, 0.9195, -2.6948)
H (5.0658, 0.8761, -1.5927)
O (1.7932, -1.0255, 2.3385)
C (-2.3257, -0.9781, 1.8223)
C (1.1722, -0.6702, 1.4311)
H (4.5752, -1.4818, -2.2257)
C (-2.7147, 1.1118, 1.2567)
H (-4.5831, 1.2558, 2.4251)
C (-3.7277, 0.7124, 2.0783)
O (0.7090, 2.9070, 0.7535)
C (-0.7712, 0.5670, -1.7387)
C (4.2052, -0.6388, -2.8212)
N (-1.8522, 0.0376, 1.1142)
H (-4.0463, -1.1850, 3.0457)
O (-0.6143, -2.9934, -0.8682)

multiplicity	5
LUMO energy (alpha / beta)	-0.372 / -0.641	hartree
total charge	+3
⟨S²⟩	6.021

---

Entry 3:
A cluster of 7 separate species, C9H32O7 in total. Source: the OMol25 dataset; level of theory: ωB97M-V/def2-TZVPD.

CARTESIAN COORDINATES (ANGSTROEM)
H (9.8557, -19.2414, -2.4720)
O (11.2771, -22.8534, 2.3278)
H (7.7026, -19.6916, -4.0096)
H (8.6937, -24.9296, -5.4581)
O (10.8136, -22.5807, -0.7588)
H (12.1402, -25.6990, 1.3252)
H (8.8332, -19.7835, -1.0752)
C (8.0965, -24.2614, -4.8378)
C (12.1375, -23.8538, 2.7153)
H (8.6276, -26.1234, 1.5614)
C (8.9694, -26.3971, 0.5632)
H (7.1872, -24.3064, -1.5299)
H (11.0938, -22.8263, 1.3858)
H (10.3868, -23.2797, -1.2542)
H (8.1791, -27.0151, -1.4493)
H (13.0487, -23.4901, 3.1902)
C (8.2318, -24.5047, -3.3876)
H (12.8258, -24.1795, 0.6048)
H (6.1934, -23.9266, -2.8632)
H (9.6992, -23.3534, -3.4061)
C (7.9100, -27.0655, -0.3942)
O (9.4461, -24.0820, -2.8345)
H (6.2044, -18.1894, -2.5433)
C (8.9425, -19.7475, -2.1591)
H (13.6743, -25.1049, 1.8690)
H (6.9430, -26.5625, -0.3888)
O (12.1764, -20.7053, -2.2220)
H (11.9608, -21.2861, -2.9517)
H (9.3944, -25.4737, 0.1696)
H (11.7233, -24.4443, 3.5326)
C (7.2124, -23.8034, -2.4965)
O (7.1563, -18.1728, -2.6665)
O (7.7252, -28.4204, -0.0461)
H (6.9644, -20.1651, -2.4286)
O (11.0284, -22.1210, -4.3354)
H (9.1083, -20.8063, -2.3578)
H (11.4200, -22.9762, -4.5130)
H (11.0420, -21.9248, -1.4174)
H (7.0901, -24.2802, -5.2562)
H (9.8171, -27.0599, 0.7365)
C (7.6219, -19.4665, -2.9461)
H (8.1788, -25.5873, -3.2722)
C (12.6993, -24.7808, 1.5051)
H (8.0264, -28.8599, -0.8447)
H (10.9095, -21.7274, -5.1998)
H (8.3537, -23.2296, -5.0770)
H (13.1188, -20.5584, -2.3026)
H (7.4089, -22.7312, -2.4886)

SMILES	CC(C)O.CCO.CCO.CCO.O.O.O
LUMO energy	-0.007	hartree
total charge	0

---

Entry 4:
A cluster of 3 separate species, C4H13NO2 in total. Source: the OMol25 dataset; level of theory: ωB97M-V/def2-TZVPD.

CARTESIAN COORDINATES (ANGSTROEM)
H (-0.5375, 6.6892, -2.9363)
H (-0.2411, -0.5411, 2.5090)
O (2.6272, -3.9664, 0.8958)
C (0.1530, -0.2246, 1.5474)
H (-0.8389, 1.6314, 0.7037)
O (-0.9289, 5.8290, -3.1439)
C (0.3352, -1.5214, 0.7457)
C (-0.8850, -0.0051, -0.6636)
N (0.0379, -1.1448, -0.6435)
H (1.7151, -4.0681, 0.6331)
H (-1.9096, 0.3848, 1.2219)
H (-0.9834, 5.5641, -2.2139)
H (1.0715, 0.2982, 1.8632)
H (-1.9075, -0.1298, -1.0111)
H (-0.3864, -1.9615, -1.0603)
H (-0.5375, 0.7848, -1.3329)
H (3.2080, -3.9093, 0.1370)
H (1.3154, -1.9992, 0.7614)
C (-0.9159, 0.5477, 0.7923)
H (-0.3914, -2.2580, 1.1951)

SMILES	C1CCNC1.O.O
LUMO energy	0.027	hartree
total charge	0

---

Entry 5:
A structure of composition C8H9CoNO6. Source: the OMol25 dataset; level of theory: ωB97M-V/def2-TZVPD.

CARTESIAN COORDINATES (ANGSTROEM)
N (0.5023, 0.7795, 4.6967)
C (-0.2305, 0.7113, -4.9981)
H (-0.0433, 1.3126, 3.9795)
H (0.7283, 1.2432, -4.9631)
H (1.3402, -1.1653, 4.3866)
C (0.0648, -0.4319, 2.6961)
O (-0.5042, -2.9323, -1.1364)
C (-0.1091, 1.6395, -0.8843)
C (-1.8713, 0.0513, -0.9962)
Co (-0.1630, -0.0752, -1.1039)
H (-1.2541, -1.1494, -5.1071)
H (-0.4317, -1.0982, 4.6844)
O (2.7084, -0.0384, -1.2068)
C (-0.2937, -0.6179, -5.0636)
C (1.5537, -0.0918, -1.2013)
C (0.4176, -0.6026, 4.1980)
C (-0.3309, -1.7908, -1.0824)
H (-1.1351, 1.3323, -4.9879)
H (0.1739, 0.8543, 5.6538)
O (-3.0125, 0.1584, -0.8668)
H (1.4762, 1.0760, 4.6781)
O (-0.0841, 2.7694, -0.6597)
O (-0.1922, 0.7759, 2.3746)
H (0.6110, -1.2402, -5.0852)
O (0.0792, -1.4696, 1.9952)

multiplicity	5
LUMO energy (alpha / beta)	-0.400 / -0.569	hartree
total charge	+3
⟨S²⟩	6.018

---

Entry 6:
The molecule C6H10. Source: the OMol25 dataset; level of theory: ωB97M-V/def2-TZVPD.

CARTESIAN COORDINATES (ANGSTROEM)
H (0.3339, 0.9711, -1.6627)
H (2.0923, 0.7922, 1.6040)
H (-1.1563, -1.9915, 2.8745)
C (-1.1676, -0.5805, -1.5782)
H (-1.7676, -0.1526, -2.3889)
H (-1.8510, -1.0344, -0.8535)
H (0.7969, 1.9165, 1.1665)
H (1.2424, -0.8330, -0.1497)
C (-0.6666, -1.4257, 2.1172)
H (-0.5472, -1.3772, -2.0041)
C (-0.1556, -0.7191, 1.2841)
H (-0.9507, 1.2798, -0.5069)
H (2.0760, 1.5552, -0.0005)
C (-0.3076, 0.4879, -0.9128)
C (0.5934, -0.0285, 0.2262)
C (1.4464, 1.1207, 0.7851)

SMILES	C#C[C@H](C)CC
LUMO energy	0.042	hartree
total charge	0

---

Which energy above the lowest of the compared OMol25 structures with the same formula, charge and spin belongs to each record? In order, 387.4 83.8 246.1 115.8 207.3 137.0 kJ/mol.
Which max |F| belongs to each record? In order, 0.0580 0.1428 0.0548 0.0269 0.1405 0.0133 hartree/bohr.
Which DFT total energy belongs to each record? In order, -447.9548 -861.1584 -888.6964 -365.3984 -2197.8315 -234.5503 hartree.